{"formula": "C3H9N2P", "method": "wB97M-V/def2-TZVPD", "elements": ["C", "C", "C", "N", "N", "P", "H", "H", "H", "H", "H", "H", "H", "H", "H"], "xyz": [[0.628, 0.844, -1.149], [0.263, -0.248, -0.235], [1.280, -1.330, 0.070], [0.606, 1.059, 0.248], [-0.981, 1.982, 1.080], [-2.378, 1.180, 1.097], [1.537, 0.863, -1.617], [-0.205, 1.243, -1.861], [-0.702, -0.741, -0.131], [0.858, -2.390, -0.125], [1.638, -1.174, 1.102], [2.039, -1.023, -0.727], [-0.458, 2.091, 1.937], [-2.096, -0.305, 1.120], [-2.790, 1.375, -0.295]], "lowdin_charge": [-0.190, -0.470, -0.068, 0.044, -0.338, 0.665, 0.066, 0.140, 0.071, 0.100, 0.076, 0.087, 0.003, -0.093, -0.094], "e_above_lowest_ev": 4.548, "lumo_energy_ev": [-0.2, -0.2], "total_charge": 0, "energy_ha": -570.38088}

{"formula": "C15H26N4O2P2Pm", "method": "wB97M-V/def2-TZVPD", "elements": ["Pm", "P", "P", "N", "N", "H", "H", "H", "C", "H", "C", "H", "H", "C", "C", "C", "C", "H", "H", "H", "H", "H", "H", "H", "C", "C", "C", "O", "H", "H", "H", "H", "H", "H", "H", "N", "C", "O", "C", "C", "C", "C", "N", "C", "H", "H", "H", "H", "H", "H"], "xyz": [[-0.350, 0.099, -0.180], [-2.561, -1.100, 0.484], [-0.750, 2.660, -0.043], [0.126, -1.883, -1.134], [1.379, 0.678, -1.404], [1.828, -2.655, -1.828], [3.053, -0.326, -1.877], [2.079, -1.833, -0.238], [1.569, -1.790, -1.216], [1.673, -0.565, -3.021], [1.980, -0.503, -1.966], [-0.223, -3.831, -0.775], [2.525, 2.216, -1.946], [-0.636, -2.837, -0.564], [1.589, 1.978, -1.428], [-1.885, -2.615, 0.074], [0.725, 2.960, -0.849], [-2.477, -3.489, 0.310], [1.057, 3.986, -0.904], [-1.953, 3.085, -0.617], [-0.785, 2.895, 1.353], [-3.644, -0.660, -0.287], [-2.776, -0.842, 1.856], [-0.056, 1.126, -3.376], [-1.083, 0.770, -3.533], [-2.036, 1.937, -3.543], [-1.167, -0.167, -4.701], [-1.452, -0.065, -2.353], [-1.850, 2.515, -4.443], [-3.068, 1.580, -3.559], [-1.908, 2.598, -2.680], [-0.477, -1.013, -4.590], [-2.183, -0.561, -4.787], [-0.913, 0.372, -5.602], [-0.900, -0.877, -2.300], [0.490, -1.165, 6.524], [0.004, -1.283, 5.271], [-0.977, -1.970, 5.018], [0.705, -0.537, 4.162], [1.881, 0.228, 4.311], [2.429, 0.898, 3.219], [1.818, 0.820, 1.973], [0.692, 0.070, 1.838], [0.125, -0.607, 2.888], [-0.013, -1.674, 7.269], [1.285, -0.604, 6.819], [2.360, 0.305, 5.265], [3.322, 1.489, 3.322], [2.206, 1.349, 1.114], [-0.776, -1.168, 2.678]], "lowdin_charge": [1.305, 0.801, 0.726, -0.167, -0.271, 0.151, 0.138, 0.142, -0.165, 0.127, -0.188, 0.155, 0.141, -0.137, -0.240, -0.299, -0.419, 0.090, 0.058, -0.047, -0.038, -0.001, -0.012, 0.119, -0.433, -0.022, -0.028, -0.233, 0.104, 0.103, 0.041, 0.088, 0.104, 0.098, 0.027, 0.191, -0.490, 0.067, -0.067, 0.054, 0.006, -0.093, -0.142, -0.033, 0.150, 0.112, 0.119, 0.126, 0.104, 0.079], "spin_multiplicity": 6, "lumo_energy_ev": [-6.4, -9.7], "total_charge": 2, "s_squared": 8.79, "energy_ha": -2247.01363}